The following is a quantum chemistry calculation of the molecule C3H7N3O, from the OMol25 dataset.

Computed properties:
gap between HOMO and LUMO = 10.36 eV
E = -358.01856 Ha
SMILES = C=N[C@H](N)C(N)=O
spin multiplicity = 1
energy above the lowest of the compared OMol25 structures with the same formula, charge and spin = 19.7 kcal/mol
HOMO = -9.48 eV

Structure (XYZ):
```
14
C3H7N3O ωB97M-V/def2-TZVPD
C 0.50001 -1.80125 -1.09738
N 0.25674 -0.56504 -0.98790
C -0.52240 -0.15516 0.17044
N -1.87709 0.16841 -0.23875
C 0.16200 1.02563 0.88686
N 1.50651 1.12468 0.71426
O -0.48650 1.75280 1.62041
H 0.14629 -2.54796 -0.37391
H 1.08463 -2.16097 -1.94600
H -0.57938 -0.96253 0.92263
H -2.23606 0.83453 0.44503
H -1.83803 0.65630 -1.12998
H 1.92200 0.69970 -0.10150
H 1.96130 1.93087 1.11579
```

=====

The following is a quantum chemistry calculation of a structure of composition C52H59BN7OP2SSbTe2Ti in a non-equilibrium geometry, from the OMol25 dataset.

Computed properties:
gap between HOMO and LUMO (alpha / beta) = 3.75 / 5.32 eV
E = -5207.03023 Ha
spin multiplicity = 3
expectation value of S² = 2.0083
energy above the lowest of the compared OMol25 structures with the same formula, charge and spin = 29.9 kcal/mol
HOMO (alpha / beta) = 0.04 / -1.53 eV
total charge = -2

Structure (XYZ):
```
127
C52H59BN7OP2SSbTe2Ti ωB97M-V/def2-TZVPD
Ti -0.14325 0.07341 0.14391
C 2.10466 -3.37947 2.46706
C 0.93615 -2.80250 1.95722
N 1.22191 -1.73708 1.20977
N 2.56251 -1.62906 1.21262
C 3.11974 -2.59134 1.96641
B 3.27482 -0.45045 0.51637
N 2.70737 -0.27144 -0.88524
C 3.34786 -0.44093 -2.05905
C 2.44713 -0.22521 -3.07732
C 1.24914 0.08696 -2.43079
N 1.41459 0.06191 -1.10193
N 2.95875 0.77372 1.38496
C 3.83461 1.48461 2.11199
C 3.12609 2.40542 2.85122
C 1.79237 2.16711 2.49817
N 1.69214 1.17406 1.61631
H 2.19341 -4.24934 3.09576
H -0.08436 -3.11481 2.10853
H 4.18979 -2.64201 2.09070
H 4.46003 -0.64182 0.47816
H 4.39475 -0.69478 -2.07841
H 2.62879 -0.24789 -4.13876
H 0.30005 0.36260 -2.84928
H 4.89254 1.29180 2.03616
H 3.50225 3.14789 3.53431
H 0.93332 2.70424 2.84964
Te -0.09688 5.15907 1.27933
C -1.86332 6.35913 1.20468
C -2.25804 7.10702 2.31372
C -3.35896 7.93921 2.22028
N -4.09042 8.09086 1.11452
C -3.70998 7.36385 0.05858
C -2.63037 6.49996 0.05148
C -0.84830 3.46288 0.28263
P -1.43880 1.99127 1.15971
C -1.48264 2.24490 2.98430
C -2.06297 3.38322 3.54769
C -2.08803 3.55391 4.92335
C -1.53477 2.59144 5.75726
C -0.97683 1.44386 5.20781
C -0.96070 1.26925 3.83208
C -3.26472 2.19943 0.94022
C -4.18628 1.61011 1.80921
C -5.54755 1.78052 1.61514
C -6.01772 2.54884 0.55754
C -5.11236 3.14369 -0.30783
C -3.74950 2.96138 -0.11973
P -0.05796 2.87681 -1.19732
C 1.75492 3.26355 -1.38176
C 2.64399 3.49830 -0.34190
C 4.00298 3.66939 -0.57970
C 4.50094 3.59779 -1.87051
C 3.62356 3.37223 -2.92433
C 2.27081 3.21107 -2.68128
C -0.56347 4.25786 -2.35362
C -1.71618 4.07724 -3.12082
C -2.19676 5.06757 -3.96448
C -1.53006 6.28215 -4.05924
C -0.38596 6.48464 -3.29877
C 0.09501 5.48661 -2.46331
H -1.70300 7.03568 3.24274
H -3.68561 8.52561 3.07515
H -4.31167 7.50294 -0.83489
H -2.37568 5.94180 -0.84362
H -2.51747 4.12262 2.89963
H -2.54699 4.43960 5.34946
H -1.54694 2.72977 6.83244
H -0.55388 0.68281 5.85331
H -0.54057 0.37137 3.39369
H -3.82892 1.01279 2.63665
H -6.24926 1.31810 2.30017
H -7.08379 2.67937 0.40879
H -5.46592 3.75945 -1.12777
H -3.03310 3.43301 -0.77984
H 2.27751 3.55460 0.67250
H 4.67223 3.85991 0.25180
H 5.56152 3.72307 -2.05758
H 3.99984 3.31023 -3.93990
H 1.58766 3.05682 -3.50945
H -2.23848 3.13376 -3.04719
H -3.09284 4.89573 -4.55103
H -1.89939 7.06125 -4.71610
H 0.13344 7.43577 -3.35141
H 0.99250 5.66410 -1.88424
C 2.48588 -4.62100 -0.92803
C 1.61358 -4.27491 -2.12949
Sb -0.06101 -2.93986 -1.62228
C -0.72212 -2.84434 -3.74194
C -0.11338 -3.81574 -4.74790
C -1.39171 -4.59972 -1.05504
C -1.77434 -5.59283 -2.14579
H 3.29655 -5.30429 -1.20611
H 1.90381 -5.09780 -0.13679
H 2.93787 -3.72217 -0.50708
H 1.21259 -5.18147 -2.58916
H 2.20886 -3.75228 -2.88260
H -0.50812 -1.81919 -4.05392
H -1.80944 -2.95058 -3.72475
H 0.97056 -3.70067 -4.79961
H -0.51289 -3.63390 -5.75205
H -0.32682 -4.85374 -4.48874
H -2.27524 -4.13037 -0.62091
H -0.87083 -5.11163 -0.24020
H -2.29212 -5.09850 -2.96987
H -2.44465 -6.36190 -1.74722
H -0.89343 -6.09850 -2.54942
Te -2.25039 -1.46726 1.49421
C -2.67166 -2.84331 3.08574
C -2.74867 -2.65019 4.43919
C -3.27164 -3.75023 5.17287
C -3.58623 -4.80929 4.37986
S -3.24408 -4.44705 2.72627
H -2.43563 -1.72140 4.90005
H -3.41812 -3.74482 6.24614
H -4.01264 -5.76305 4.65117
C -4.02807 -0.50419 -1.38744
C -2.55364 -0.51172 -1.82388
C -2.49085 0.24498 -3.16048
O -1.65337 -0.02112 -0.87922
H -4.66086 -0.70314 -2.25898
H -4.28122 0.47046 -0.97784
H -4.22180 -1.25518 -0.62731
H -2.30959 -1.56935 -2.02974
H -3.10651 1.14296 -3.08448
H -2.89061 -0.38060 -3.96209
H -1.47739 0.54423 -3.42321
```

=====

The following is a quantum chemistry calculation of a structure of composition C24H48As2F12O12PtS6 in a non-equilibrium geometry, from the OMol25 dataset.

Computed properties:
gap between HOMO and LUMO (alpha / beta) = 9.85 / 8.46 eV
E = -10024.50678 Ha
spin multiplicity = 3
expectation value of S² = 2.0022
HOMO (alpha / beta) = -9.93 / -9.68 eV

Structure (XYZ):
```
105
C24H48As2F12O12PtS6 ωB97M-V/def2-TZVPD
Pt -0.52612 -0.21195 -0.01227
As 0.40115 -3.00638 2.52878
F -0.43238 -1.87074 3.71230
F -0.04160 -1.85233 1.27406
F 1.09074 -4.16608 1.28189
F 0.79280 -4.25546 3.85095
F -1.22878 -3.85309 2.35776
F 2.05129 -2.34814 2.69057
As -2.04635 3.46967 -0.60450
F -1.10465 4.18917 0.71007
F -1.36456 1.88323 -0.14394
F -2.87526 2.67557 -2.01704
F -2.68167 5.11380 -1.10114
F -0.73658 3.62967 -1.79600
F -3.48374 3.24509 0.43082
C 0.53807 1.74643 -5.58998
C 1.00624 0.28568 -5.84478
C 0.98128 -0.52032 -4.47646
S -0.61456 0.12769 -3.76031
O -0.36883 0.22876 -2.29179
O -1.66008 -0.56777 -4.43750
C -0.36485 1.88018 -4.42667
H 0.17293 2.23469 -6.49352
H 1.44917 2.18203 -5.17982
H 1.98577 0.24637 -6.32130
H 0.28039 -0.16124 -6.52413
H 1.76698 -0.10240 -3.84708
H 0.86564 -1.60387 -4.50223
H 0.24828 2.22602 -3.59447
H -1.30445 2.41364 -4.57043
C -0.15818 1.11406 5.21237
C -0.47250 2.62626 4.98372
C -0.26673 2.98876 3.53660
S 0.79864 1.71216 2.73898
O 2.05728 2.36795 2.33434
O 0.06217 0.85848 1.82848
C 1.09813 0.83439 4.29964
H -0.96926 0.47684 4.85992
H 0.09119 0.86602 6.24406
H 0.15302 3.21884 5.65132
H -1.52106 2.82269 5.20740
H 0.27018 3.93728 3.52541
H -1.15056 3.13493 2.91566
H 1.96630 1.27529 4.78953
H 1.43103 -0.19307 4.15275
C -3.17645 -4.81538 -1.63215
C -2.92669 -4.69982 -3.17377
C -2.19208 -3.34877 -3.38162
S -1.01668 -3.24399 -1.88077
O -1.32139 -2.07704 -1.04544
O 0.37769 -3.59068 -2.29059
C -1.76954 -4.69238 -1.02079
H -3.72015 -5.72053 -1.36165
H -3.70060 -3.94404 -1.23956
H -3.88012 -4.68142 -3.70171
H -2.38318 -5.58421 -3.50627
H -2.90067 -2.53668 -3.21878
H -1.66716 -3.06279 -4.29310
H -1.71609 -4.69381 0.06791
H -1.25379 -5.58335 -1.37890
C -4.47604 0.70095 4.80649
C -4.12824 -0.83281 4.99886
C -3.91287 -1.45598 3.60569
S -3.74184 -0.08876 2.36401
O -5.04339 0.01392 1.72096
O -2.51278 -0.20514 1.56988
C -3.69802 1.28558 3.62493
H -4.12800 1.32351 5.63074
H -5.55849 0.68229 4.67975
H -4.87632 -1.36458 5.58682
H -3.25301 -0.82521 5.64850
H -4.72547 -2.06303 3.20661
H -2.99767 -2.04793 3.61440
H -4.02784 2.19273 3.11855
H -2.68634 1.37217 4.02130
C 2.75443 4.36133 -2.63127
C 2.81636 5.03111 -1.27725
C 2.29028 4.12784 -0.20306
S 2.59504 2.44015 -0.80322
O 1.30909 1.68215 -0.85922
O 3.68187 1.77705 -0.06335
C 3.23200 2.90826 -2.43974
H 3.28514 4.87813 -3.43088
H 1.70685 4.35238 -2.93227
H 2.26544 5.97144 -1.29671
H 3.82786 5.42057 -1.16196
H 1.20847 4.26066 -0.21522
H 2.62132 4.22767 0.83064
H 2.76951 2.18451 -3.11086
H 4.29868 2.80060 -2.24305
C 4.44075 -3.31163 -0.85698
C 4.45694 -2.72040 0.63323
C 3.93617 -1.29224 0.50871
S 2.85650 -1.16239 -1.00637
O 3.47650 -0.46395 -2.13190
O 1.43940 -0.88738 -0.64164
C 3.05364 -2.93345 -1.51580
H 4.70139 -4.36651 -0.94298
H 5.23581 -2.83991 -1.43443
H 5.48503 -2.81558 0.98262
H 3.79030 -3.26457 1.30223
H 4.73715 -0.56976 0.35197
H 3.41633 -0.92868 1.39509
H 2.84669 -3.10206 -2.57260
H 2.29246 -3.47695 -0.95605
```

=====

The following is a quantum chemistry calculation of a cluster of 3 separate species, C10H19Cl3N4O6PS in total in a non-equilibrium geometry, from the OMol25 dataset.

Computed properties:
gap between HOMO and LUMO = 8.02 eV
E = -3182.67859 Ha
spin multiplicity = 1
HOMO = -5.67 eV
total charge = -1

Structure (XYZ):
```
44
C10H19Cl3N4O6PS ωB97M-V/def2-TZVPD
C -3.51311 0.31976 3.43180
C -3.28105 -0.18773 1.85446
C -1.67578 0.09212 1.55165
Cl -0.70277 -1.30807 2.26380
C -1.32996 0.51216 0.01508
P -2.18725 2.25491 -0.21427
S -1.30707 3.62720 0.84742
C 0.24889 0.80747 -0.30732
O 0.49713 1.61904 -1.37314
O 1.42135 0.34700 0.44055
N -1.90402 -0.33244 -1.07630
N -3.22141 -0.06131 -1.38439
C -1.56201 -1.78784 -1.03032
Cl -2.54240 -3.10504 -0.08968
C -0.39078 -2.36030 -1.80930
C 0.61046 -1.48881 -2.76919
Cl -0.02538 -4.21414 -1.72849
H -4.22985 -0.42149 4.02589
H -2.46444 0.31267 4.00091
H -3.91130 1.41720 3.50014
H -3.57747 -1.31945 1.85319
H -4.00565 0.47572 1.21222
H -1.41005 1.04654 2.22012
H -1.93103 2.58909 -1.62228
H -3.61870 2.19347 -0.07170
H -3.80643 -0.94838 -1.44012
H -3.31073 0.36906 -2.34212
H 1.68035 -1.35310 -2.28255
H 0.69295 -1.98310 -3.85168
H 0.11291 -0.42233 -2.95458
C 3.02739 -1.85906 1.89839
N 3.73528 -3.01646 2.50908
O 3.20002 -3.55707 3.48391
O 4.80816 -3.34969 1.99254
H 2.10314 -1.67846 2.45125
H 3.69134 -0.99468 1.96415
H 2.81124 -2.11588 0.85938
C 3.34726 2.51985 -2.13486
N 4.59388 3.25220 -2.48594
O 4.67932 4.43097 -2.12230
O 5.45147 2.62303 -3.11651
H 2.68581 3.19199 -1.58422
H 2.88026 2.19803 -3.06794
H 3.63006 1.66535 -1.51674
```

=====

The following is a quantum chemistry calculation of a structure of composition C7H16Cl2N2O2PSTi in a non-equilibrium geometry, from the OMol25 dataset.

Computed properties:
gap between HOMO and LUMO (alpha / beta) = 7.76 / 5.34 eV
E = -3045.13606 Ha
spin multiplicity = 2
expectation value of S² = 0.7658
energy above the lowest of the compared OMol25 structures with the same formula, charge and spin = 66.6 kcal/mol
HOMO (alpha / beta) = -17.19 / -17.05 eV
total charge = +2

Structure (XYZ):
```
32
C7H16Cl2N2O2PSTi ωB97M-V/def2-TZVPD
C -1.35297 -2.14785 -2.02132
C -1.24375 -1.43486 -0.70607
H -2.23061 -1.78110 -2.55861
H -1.46594 -3.22312 -1.83667
H -0.44847 -2.00023 -2.62613
O -2.08546 -0.52430 -0.38740
Cl 3.24747 -1.37387 1.49616
Ti 1.44257 -1.14040 0.37618
P 0.81890 1.07332 -0.84530
C -0.48763 2.23594 -0.33482
C 2.34814 2.04904 -0.69056
H 1.31207 0.48558 -3.14823
H 0.47155 2.07370 -3.00071
H -0.44693 0.54248 -2.84530
C 0.51150 1.03638 -2.64275
H 3.21955 1.38443 -0.72385
H 2.38768 2.75646 -1.52849
H -0.54883 3.02909 -1.09347
H -0.26591 2.66246 0.64989
H 2.34332 2.59084 0.26199
H -1.44040 1.69439 -0.29395
C -0.31775 -1.84796 0.19596
O 0.33045 -2.74803 0.83619
Cl 2.29898 -1.61254 -1.71268
N -0.56763 -0.63285 4.20479
C -0.76057 -0.28974 2.92465
N -1.95460 -0.43372 2.37504
S 0.59326 0.44472 2.08858
H -1.27237 -1.13543 4.73121
H 0.36768 -0.56467 4.58364
H -2.08642 -0.36067 1.34023
H -2.71691 -0.80750 2.93181
```

=====

The following is a quantum chemistry calculation of the molecule C3H3NO2 in a non-equilibrium geometry, from the OMol25 dataset.

Computed properties:
gap between HOMO and LUMO = 9.66 eV
E = -321.29038 Ha
SMILES = N=c1occo1
spin multiplicity = 1
energy above the lowest of the compared OMol25 structures with the same formula, charge and spin = 54.8 kcal/mol
HOMO = -8.90 eV

Structure (XYZ):
```
9
C3H3NO2 ωB97M-V/def2-TZVPD
N -2.30810 -0.16124 -0.01145
C -0.95852 0.02461 0.08436
O -0.30565 1.20751 0.09449
C 1.03152 0.88758 -0.01125
C 1.17947 -0.43888 0.01978
O -0.11669 -1.00164 0.06203
H -2.31462 -1.19079 -0.12892
H 1.67984 1.64369 -0.16596
H 2.11276 -0.97084 0.05692
```